{
  "formula": "C4H5FN2",
  "method": "ωB97M-V/def2-TZVPD",
  "smiles": "C=C=NN/C=C/F",
  "mol_weight_g_mol": 100.10,
  "charge": 0,
  "de_lowest_kcal_mol": 105.29,
  "total_energy_ev": -9922.2382,
  "max_force_ha_per_bohr": 0.082,
  "elements": ["C", "C", "C", "C", "N", "N", "F", "H", "H", "H", "H", "H"],
  "coordinates": [[1.300, -0.497, -0.337], [-1.022, -0.101, 0.928], [1.148, -0.143, -1.586], [-0.981, 0.858, -0.056], [1.154, -0.922, 0.812], [0.117, -0.499, 1.608], [-2.071, 1.354, -0.613], [-1.823, -0.612, 1.247], [1.560, 0.854, -1.993], [0.549, -0.731, -2.230], [0.011, 1.397, -0.232], [0.059, -0.959, 2.450]],
  "forces_ev_per_angstrom": [[-0.7, -0.7, 0.4], [1.6, 3.3, -2.1], [1.7, 2.0, -0.3], [2.0, -0.6, 3.1], [1.7, 0.0, -0.3], [0.9, 1.5, -2.7], [-0.5, 0.0, -0.6], [-3.5, -1.3, 0.7], [-0.5, -1.9, 0.7], [-0.4, -0.5, -0.6], [-2.3, -0.4, 0.0], [-0.2, -1.4, 1.7]],
  "mulliken_charge": [0.509, -0.210, -0.837, -0.222, -0.556, -0.057, -0.241, 0.461, 0.284, 0.300, 0.311, 0.259]
}

{
  "formula": "C5H10O4",
  "method": "ωB97M-V/def2-TZVPD",
  "smiles": "C[C@]1(C(=O)CO)CO1.O",
  "mol_weight_g_mol": 134.13,
  "charge": 0,
  "de_lowest_kcal_mol": 54.91,
  "total_energy_ev": -13535.5111,
  "max_force_ha_per_bohr": 0.053,
  "elements": ["C", "C", "C", "O", "C", "O", "C", "O", "H", "H", "H", "H", "H", "H", "H", "H", "O", "H", "H"],
  "coordinates": [[1.964, 0.332, 0.132], [0.549, -0.145, 0.335], [0.349, -1.347, 1.183], [0.021, -1.447, -0.189], [-0.479, 0.943, 0.533], [-0.172, 2.029, 0.977], [-1.930, 0.638, 0.247], [-2.752, 1.715, 0.577], [2.277, 0.957, 0.977], [2.643, -0.524, 0.032], [2.037, 0.953, -0.770], [1.244, -1.897, 1.489], [-0.504, -1.395, 1.866], [-2.005, 0.381, -0.825], [-2.233, -0.268, 0.799], [-2.181, 2.425, 0.906], [0.161, -0.792, -2.866], [-0.085, -1.651, -2.356], [1.098, -0.907, -3.047]],
  "forces_ev_per_angstrom": [[0.1, -0.1, -0.9], [-0.4, -0.9, 0.9], [-0.2, 0.0, 0.2], [0.9, 1.6, 0.3], [-0.2, -0.2, 0.1], [0.2, -0.3, -0.3], [0.0, -0.3, -0.3], [-0.2, 0.0, 0.0], [-0.2, -0.3, -0.1], [-0.1, 0.2, 0.0], [0.0, -0.2, 0.2], [-0.3, 0.1, 0.0], [0.2, -0.1, -0.1], [0.0, 0.1, 0.2], [0.1, 0.2, -0.1], [0.1, 0.0, 0.0], [-0.7, -2.2, 1.1], [0.7, 2.4, -1.2], [0.1, 0.0, -0.1]],
  "mulliken_charge": [-1.521, 1.495, -0.721, -0.449, 0.281, -0.653, -0.433, -0.554, 0.335, 0.417, 0.337, 0.284, 0.261, 0.268, 0.281, 0.361, -0.635, 0.348, 0.295]
}

{
  "formula": "C35H39FN2O4S",
  "method": "ωB97M-V/def2-TZVPD",
  "smiles": "C=CCc1cc2c(c(OC(=O)c3ccccc3)c1CCCCOC)N(CCF)c1c(ccc(CCC(N)=O)c1CC=C)S2",
  "mol_weight_g_mol": 602.77,
  "charge": 0,
  "total_energy_ev": -61612.5639,
  "max_force_ha_per_bohr": 0.176,
  "elements": ["C", "C", "C", "C", "C", "C", "C", "C", "O", "C", "O", "C", "C", "C", "C", "C", "C", "C", "C", "C", "C", "C", "O", "C", "N", "C", "C", "F", "C", "C", "C", "C", "C", "C", "C", "C", "N", "O", "C", "C", "C", "C", "S", "H", "H", "H", "H", "H", "H", "H", "H", "H", "H", "H", "H", "H", "H", "H", "H", "H", "H", "H", "H", "H", "H", "H", "H", "H", "H", "H", "H", "H", "H", "H", "H", "H", "H", "H", "H", "H", "H", "H"],
  "coordinates": [[5.507, 0.522, -2.317], [4.958, 0.219, -3.671], [3.364, 0.203, -4.054], [2.342, 0.095, -2.777], [1.950, -1.457, -2.291], [0.933, -1.642, -1.018], [0.224, -0.391, -0.196], [0.631, 1.151, -0.702], [-0.019, 2.248, 0.049], [-1.007, 2.966, -0.771], [-0.657, 4.201, -1.228], [-2.519, 2.462, -1.154], [-3.778, 3.019, -0.205], [-5.349, 2.595, -0.553], [-5.728, 1.634, -1.831], [-4.516, 1.052, -2.769], [-2.944, 1.491, -2.405], [1.699, 1.406, -1.964], [2.141, 2.914, -2.430], [1.630, 3.363, -3.921], [0.188, 2.738, -4.384], [0.353, 1.615, -5.575], [0.002, 0.246, -5.166], [0.224, -0.619, -6.366], [-0.710, -0.554, 0.981], [-2.160, -0.678, 0.579], [-2.855, -2.130, 0.881], [-3.343, -2.283, 2.303], [-0.264, -1.625, 1.950], [0.386, -3.096, 1.513], [0.905, -4.237, 2.573], [0.790, -3.936, 4.181], [0.145, -2.481, 4.694], [0.064, -2.285, 6.329], [1.482, -1.867, 7.038], [2.704, -2.942, 6.837], [3.756, -2.716, 5.753], [2.891, -4.042, 7.609], [-0.371, -1.332, 3.593], [-0.934, 0.068, 4.246], [-2.567, 0.178, 4.339], [-3.138, 1.570, 4.529], [0.489, -3.383, -0.373], [5.192, -0.145, -1.407], [6.256, 1.420, -2.211], [5.728, 0.010, -4.559], [3.151, -0.755, -4.733], [3.156, 1.132, -4.736], [2.410, -2.414, -2.818], [-3.492, 3.729, 0.693], [-6.258, 3.006, 0.101], [-6.831, 1.309, -2.127], [-4.710, 0.328, -3.696], [-2.127, 1.049, -3.123], [1.882, 3.704, -1.574], [3.334, 2.910, -2.476], [2.483, 3.205, -4.740], [1.481, 4.547, -3.876], [-0.440, 2.388, -3.460], [-0.426, 3.638, -4.871], [-0.417, 1.909, -6.438], [1.420, 1.718, -6.055], [-0.646, -0.472, -7.169], [0.250, -1.757, -6.011], [1.237, -0.375, -6.920], [-2.230, -0.489, -0.575], [-2.762, 0.183, 1.139], [-3.853, -2.162, 0.226], [-2.230, -3.063, 0.549], [1.384, -5.253, 2.214], [1.152, -4.710, 4.983], [-0.267, -3.320, 6.822], [-0.752, -1.489, 6.657], [1.277, -1.809, 8.209], [1.782, -0.765, 6.723], [4.670, -3.160, 6.003], [3.400, -3.155, 4.868], [-0.555, 1.000, 3.613], [-0.522, 0.261, 5.349], [-3.334, -0.706, 4.319], [-4.119, 1.778, 5.150], [-2.571, 2.514, 4.097]],
  "forces_ev_per_angstrom": [[-1.3, -0.8, -3.0], [0.9, 0.8, 2.4], [0.1, -1.9, 0.4], [-2.3, -1.2, 2.9], [-1.6, 3.6, 2.3], [0.6, 3.2, -0.4], [2.8, 1.0, -3.0], [1.0, -3.5, -1.5], [-1.1, -0.6, -3.4], [1.7, 6.1, -2.8], [-2.3, -8.1, 3.3], [-4.5, -1.4, -0.3], [-0.6, -2.3, -3.1], [2.5, -1.1, -2.2], [4.4, 0.4, 0.2], [0.9, 2.8, 3.6], [-2.2, 0.8, 1.6], [-0.8, -2.9, 0.6], [1.2, -0.5, 0.6], [-0.4, 1.2, 0.2], [0.1, 0.7, -0.8], [-1.3, 1.2, -0.5], [1.5, 0.4, -2.5], [-0.3, -0.7, -0.2], [1.9, -2.4, -0.9], [-1.4, -0.1, 0.2], [-1.5, 0.2, -0.7], [1.3, 0.4, -2.9], [1.6, -2.6, 3.6], [-0.3, 1.4, 2.9], [-1.3, 3.5, 1.8], [-1.6, 3.3, -3.1], [0.5, -1.2, -3.3], [-0.2, -0.6, -0.1], [0.1, 0.4, 0.7], [2.1, -5.0, 2.2], [-1.8, -0.6, 1.1], [-1.7, 6.9, -4.1], [1.6, -2.8, -0.2], [-0.4, 0.1, -0.9], [-1.5, 4.7, 0.8], [1.7, -3.4, -0.5], [0.5, 2.2, 1.4], [-0.3, 2.4, -1.5], [-0.5, -2.8, -0.3], [-1.9, 1.7, 1.6], [0.3, 2.1, 1.4], [0.5, -1.6, 1.6], [-1.1, 2.3, 1.3], [-0.9, -1.7, -2.0], [2.4, -0.9, -1.5], [2.6, 1.0, 1.0], [0.5, 1.9, 2.3], [-1.6, 1.0, 1.7], [0.2, -1.9, -2.1], [-2.5, -0.2, 0.2], [-1.9, 0.1, 1.8], [0.4, -2.6, 0.0], [1.4, 0.4, -1.9], [1.3, -2.0, 1.1], [1.6, -0.5, 1.7], [-1.8, -0.5, 1.0], [1.7, -0.3, 1.8], [-0.2, 2.6, -0.7], [-1.9, -0.4, 1.3], [0.0, -0.4, 2.2], [1.1, -2.0, -1.2], [2.1, 0.2, 1.6], [-1.0, 2.0, 1.1], [-1.2, 2.4, 0.6], [-0.8, 1.6, -1.8], [0.7, 2.2, -1.3], [1.8, -1.7, -0.9], [0.5, -0.4, -2.5], [-0.3, -2.6, 0.3], [-1.5, 0.1, 0.0], [0.3, 0.8, 1.0], [-0.8, -2.1, 1.1], [-0.8, -0.8, -2.5], [2.0, 1.5, 0.6], [1.8, -0.7, -2.0], [-0.9, -2.1, 1.5]],
  "mulliken_charge": [-0.627, -0.324, -0.679, 0.928, -0.923, 0.570, -0.253, -0.101, -0.441, 0.090, -0.510, 0.649, -0.418, -0.408, -0.357, -0.433, -0.060, 0.425, -0.861, -0.736, 0.379, -0.715, -0.126, -0.714, 0.760, 0.106, -0.156, -0.330, -0.503, 0.562, -0.541, -0.604, 0.171, -0.880, -0.272, 0.263, -0.534, -0.584, -0.070, -0.776, 0.068, -0.743, -0.233, 0.257, 0.251, 0.296, 0.408, 0.068, 0.206, 0.316, 0.285, 0.283, 0.299, 0.324, 0.300, 0.341, 0.371, 0.326, -0.657, 0.408, 0.381, 0.311, 0.260, 0.218, 0.277, 0.017, 0.102, 0.320, 0.176, 0.265, 0.346, 0.373, 0.290, 0.345, 0.279, 0.313, 0.272, 0.288, 0.298, 0.277, 0.247, 0.206]
}

{
  "formula": "C6H4N2",
  "method": "ωB97M-V/def2-TZVPD",
  "smiles": "C#Cc1ncccn1",
  "mol_weight_g_mol": 104.11,
  "charge": 0,
  "de_lowest_kcal_mol": 51.60,
  "total_energy_ev": -9263.7756,
  "max_force_ha_per_bohr": 0.094,
  "elements": ["C", "C", "C", "C", "C", "C", "H", "H", "H", "H", "N", "N"],
  "coordinates": [[-3.339, 0.037, 0.088], [-2.165, 0.000, -0.123], [-0.714, -0.123, -0.118], [1.202, 1.222, 0.101], [1.927, 0.037, -0.041], [1.271, -1.204, -0.074], [-4.346, -0.115, 0.106], [1.696, 2.194, 0.230], [3.004, 0.105, 0.078], [1.775, -2.092, -0.029], [-0.191, 1.204, -0.222], [-0.118, -1.266, 0.005]],
  "forces_ev_per_angstrom": [[1.4, -0.1, -0.5], [0.8, -0.9, 0.4], [-0.6, 4.5, -0.8], [-3.6, -0.6, -2.6], [0.0, -0.5, 1.1], [-3.0, 3.6, 0.5], [-2.1, 0.0, 0.2], [-0.4, -0.4, 0.0], [0.0, -0.3, -0.2], [1.2, -2.2, -0.1], [3.5, -2.4, 2.3], [2.8, -0.7, -0.4]],
  "mulliken_charge": [-0.015, -0.460, 0.413, -0.151, -0.350, -0.180, 0.488, 0.364, 0.333, 0.523, -0.425, -0.540]
}

{
  "formula": "C5H4N2",
  "method": "ωB97M-V/def2-TZVPD",
  "mol_weight_g_mol": 92.10,
  "charge": 0,
  "de_lowest_kcal_mol": 140.34,
  "total_energy_ev": -8223.4077,
  "max_force_ha_per_bohr": 0.050,
  "elements": ["C", "C", "C", "N", "C", "C", "N", "H", "H", "H", "H"],
  "coordinates": [[-2.424, 0.537, -0.120], [-1.312, 0.096, -0.165], [0.048, -0.415, -0.237], [0.916, 0.568, -0.882], [2.028, 0.535, -0.084], [0.513, -0.690, 1.176], [0.674, -1.172, 2.213], [-3.415, 0.913, -0.076], [0.089, -1.330, -0.813], [0.429, 1.463, -0.875], [2.454, -0.504, -0.136]],
  "forces_ev_per_angstrom": [[0.4, -0.2, 0.0], [-0.7, 0.0, -0.1], [-0.4, -0.5, 0.3], [0.7, 0.3, 1.5], [1.4, 1.1, -1.8], [-1.0, -1.3, 0.2], [0.1, 0.6, -0.5], [-0.1, 0.1, 0.0], [0.0, -0.4, 0.1], [0.4, 0.1, 0.0], [-0.8, 0.2, 0.3]],
  "mulliken_charge": [0.291, -1.156, 0.647, -0.237, -0.413, 0.116, -0.401, 0.423, 0.231, 0.306, 0.193]
}

{
  "formula": "H5NO",
  "method": "ωB97M-V/def2-TZVPD",
  "smiles": "N.O",
  "mol_weight_g_mol": 35.05,
  "charge": 0,
  "de_lowest_kcal_mol": 10.30,
  "total_energy_ev": -3618.4739,
  "max_force_ha_per_bohr": 0.069,
  "elements": ["N", "H", "H", "H", "H", "H", "O"],
  "coordinates": [[0.173, -1.748, 1.329], [0.316, -2.408, 2.093], [0.311, -0.852, 1.688], [-0.760, -1.889, 0.844], [-0.314, 2.481, -1.800], [0.446, 1.098, -1.807], [-0.151, 1.726, -1.291]],
  "forces_ev_per_angstrom": [[-1.1, -2.2, -1.2], [-0.4, 0.1, -0.4], [-0.2, 1.7, 0.4], [1.7, 0.5, 1.3], [-0.2, 1.6, -1.4], [-1.3, 1.6, 0.9], [1.5, -3.2, 0.5]],
  "mulliken_charge": [-0.632, 0.209, 0.205, 0.219, 0.305, 0.334, -0.640]
}

{
  "formula": "C4H12CsO2",
  "method": "ωB97M-V/def2-TZVPD",
  "mol_weight_g_mol": 225.04,
  "charge": 1,
  "de_lowest_kcal_mol": 7.56,
  "total_energy_ev": -8980.0799,
  "max_force_ha_per_bohr": 0.026,
  "elements": ["Cs", "C", "C", "O", "H", "H", "H", "H", "H", "H", "C", "C", "O", "H", "H", "H", "H", "H", "H"],
  "coordinates": [[1.900, -2.289, -0.367], [-0.126, 0.785, -2.115], [1.093, 1.432, -1.485], [2.114, 0.441, -1.274], [-0.564, 0.016, -1.470], [0.115, 0.365, -3.088], [-0.924, 1.519, -2.238], [0.839, 2.024, -0.605], [1.507, 2.153, -2.200], [2.583, 0.667, -0.464], [-1.829, -1.106, 1.280], [-0.677, -0.427, 1.947], [0.509, -1.293, 1.939], [-2.742, -0.545, 1.496], [-2.000, -2.115, 1.657], [-1.773, -1.168, 0.192], [-0.888, -0.199, 2.994], [-0.349, 0.502, 1.470], [1.214, -0.764, 2.330]],
  "forces_ev_per_angstrom": [[0.0, -0.6, -0.3], [-0.2, 0.1, 0.4], [-0.1, 0.6, -1.2], [-0.2, -0.1, 0.7], [0.2, -0.1, 0.0], [0.0, -0.1, 0.0], [0.2, 0.1, -0.2], [0.1, -0.4, 0.3], [-0.1, 0.0, 0.1], [0.2, 0.3, -0.2], [-0.7, -0.1, -0.2], [1.1, 0.0, 0.4], [-0.3, 0.3, -0.2], [0.1, 0.0, 0.0], [0.2, 0.0, 0.2], [0.3, 0.1, 0.0], [-0.2, 0.0, -0.1], [-0.5, 0.1, -0.1], [-0.1, -0.1, 0.3]],
  "mulliken_charge": [1.029, -0.764, -0.307, -0.569, 0.002, 0.313, 0.336, 0.327, 0.303, 0.323, -1.027, -0.092, -0.564, 0.321, 0.320, 0.225, 0.326, 0.192, 0.305]
}

{
  "formula": "C19H32F3N6O4Pr",
  "method": "ωB97M-V/def2-TZVPD",
  "mol_weight_g_mol": 606.41,
  "charge": 0,
  "de_lowest_kcal_mol": 0.00,
  "total_energy_ev": -59578.0696,
  "max_force_ha_per_bohr": 0.024,
  "s_squared": 2.00,
  "spin_multiplicity": 3,
  "elements": ["Pr", "N", "C", "C", "O", "N", "C", "C", "O", "O", "H", "H", "H", "H", "H", "H", "C", "N", "C", "C", "C", "N", "C", "C", "H", "H", "H", "H", "H", "H", "H", "H", "H", "H", "H", "H", "H", "H", "H", "H", "C", "C", "O", "N", "C", "C", "C", "C", "C", "C", "N", "H", "H", "H", "H", "H", "H", "H", "H", "H", "H", "F", "C", "F", "F"],
  "coordinates": [[0.466, -0.347, 0.044], [1.761, -2.650, -0.084], [0.766, -3.689, -0.441], [-0.627, -3.335, 0.091], [-1.191, -4.140, 0.839], [-1.088, -2.151, -0.369], [-2.481, -1.824, -0.052], [-2.676, -0.380, 0.390], [-3.757, 0.003, 0.783], [-1.599, 0.377, 0.292], [2.511, -2.622, -0.763], [2.189, -2.876, 0.806], [1.029, -4.677, -0.074], [0.696, -3.720, -1.527], [-2.897, -2.479, 0.712], [-3.109, -1.955, -0.940], [-1.271, -1.578, 3.023], [0.113, -1.149, 2.755], [0.995, -2.273, 3.087], [0.457, -0.015, 3.624], [-0.218, 1.278, 3.223], [0.382, 1.892, 2.033], [1.641, 2.545, 2.398], [-0.534, 2.937, 1.554], [-1.389, -1.803, 4.093], [-1.489, -2.477, 2.450], [-1.985, -0.804, 2.754], [0.909, -2.532, 4.151], [2.032, -2.002, 2.882], [0.707, -3.152, 2.508], [1.540, 0.107, 3.611], [0.171, -0.258, 4.658], [-0.167, 1.979, 4.069], [-1.275, 1.108, 3.019], [1.462, 3.304, 3.175], [2.074, 3.022, 1.523], [2.366, 1.825, 2.771], [-0.710, 3.683, 2.343], [-1.479, 2.494, 1.249], [-0.091, 3.449, 0.701], [0.459, -2.065, -4.570], [0.010, -1.073, -3.535], [0.575, -0.985, -2.452], [-1.053, -0.307, -3.847], [-1.678, 0.591, -2.877], [-0.889, 1.864, -2.669], [-1.208, 3.015, -3.373], [-0.416, 4.142, -3.225], [0.679, 4.074, -2.383], [0.916, 2.891, -1.703], [0.148, 1.807, -1.825], [0.013, -3.033, -4.331], [1.540, -2.164, -4.519], [0.161, -1.782, -5.579], [-1.463, -0.405, -4.758], [-1.785, 0.069, -1.934], [-2.675, 0.825, -3.242], [-2.070, 3.022, -4.029], [-0.650, 5.053, -3.760], [1.336, 4.922, -2.239], [1.747, 2.794, -1.014], [2.539, -0.202, 1.194], [2.797, 0.863, 0.133], [4.112, 0.986, 0.200], [2.623, -0.015, -1.026]],
  "forces_ev_per_angstrom": [[-0.6, 0.4, -0.5], [-0.3, -0.3, 0.0], [0.0, 0.2, 0.0], [-0.3, 0.2, -0.2], [-0.1, 0.0, 0.0], [-0.2, -0.4, 0.6], [0.3, -0.3, -0.1], [0.3, 0.1, -0.1], [-0.1, 0.2, 0.0], [-1.2, -0.2, 0.2], [0.0, 0.1, 0.0], [0.0, 0.1, 0.0], [0.1, -0.1, 0.1], [0.0, 0.0, -0.1], [-0.1, 0.0, 0.1], [0.0, 0.0, 0.0], [0.0, 0.0, 0.0], [-0.1, -0.1, -0.1], [0.0, 0.0, 0.0], [0.0, -0.1, 0.0], [0.0, 0.0, -0.1], [-0.1, 0.1, -0.1], [0.0, -0.1, 0.1], [0.1, 0.0, 0.0], [0.0, 0.0, 0.0], [0.0, 0.0, 0.0], [0.0, 0.0, 0.0], [0.0, 0.0, 0.0], [0.0, 0.0, 0.0], [0.0, 0.0, 0.0], [0.0, 0.0, 0.0], [0.0, 0.0, 0.0], [0.0, 0.0, 0.0], [0.0, 0.0, 0.0], [0.0, 0.0, 0.0], [0.0, 0.0, 0.0], [0.0, 0.0, 0.0], [0.0, 0.0, 0.0], [0.0, 0.0, 0.0], [0.0, 0.0, 0.0], [0.0, 0.0, -0.1], [0.0, 0.1, 0.1], [0.1, -0.2, 0.0], [0.0, 0.0, 0.0], [0.1, 0.0, -0.1], [0.1, -0.2, 0.0], [0.0, 0.0, -0.1], [0.0, 0.0, 0.0], [0.0, 0.1, 0.0], [0.0, -0.1, 0.0], [0.0, 0.1, 0.1], [0.0, 0.0, 0.0], [0.0, 0.0, 0.0], [0.0, 0.0, 0.0], [0.0, 0.0, 0.0], [0.0, 0.0, 0.1], [0.0, 0.0, 0.0], [0.0, 0.0, 0.0], [0.0, 0.0, 0.0], [0.0, 0.0, 0.0], [0.0, 0.0, 0.0], [0.9, 0.0, 0.4], [0.2, 0.2, -0.2], [0.3, 0.0, 0.1], [0.9, 0.0, -0.1]],
  "mulliken_spin": [1.997, 0.003, -0.001, 0.000, -0.001, 0.001, 0.001, -0.001, 0.000, -0.002, 0.000, 0.001, 0.000, 0.000, 0.000, 0.000, 0.002, -0.006, 0.002, 0.001, 0.001, 0.000, 0.000, 0.000, 0.000, 0.000, -0.001, 0.000, 0.000, 0.000, 0.000, 0.000, 0.000, 0.000, 0.000, 0.000, 0.000, 0.000, 0.000, 0.000, 0.000, 0.002, 0.002, 0.000, 0.005, -0.001, 0.000, 0.000, 0.000, 0.001, -0.003, 0.000, 0.000, 0.000, 0.000, -0.004, 0.000, 0.000, 0.000, 0.000, -0.001, -0.001, 0.001, -0.001, 0.001]
}